{"formula": "C30H32IrN6Sb", "method": "the ωB97M-V functional and the def2-TZVPD basis", "elements": ["Ir", "C", "C", "N", "C", "C", "N", "C", "C", "C", "C", "C", "N", "C", "C", "N", "C", "C", "N", "C", "C", "C", "N", "C", "C", "H", "H", "H", "H", "H", "H", "H", "H", "H", "H", "H", "H", "C", "C", "Sb", "C", "C", "C", "C", "H", "H", "H", "H", "H", "H", "H", "H", "H", "H", "H", "H", "H", "H", "H", "C", "C", "C", "C", "C", "C", "H", "H", "H", "H", "H"], "positions_angstrom": [[-0.066, -0.372, -0.367], [-4.443, -0.299, -0.568], [-3.152, -0.771, -0.563], [-2.097, 0.048, -0.600], [-2.351, 1.415, -0.649], [-3.691, 1.849, -0.653], [-4.680, 1.017, -0.618], [-1.206, 2.259, -0.705], [-1.200, 3.660, -0.722], [0.008, 4.363, -0.733], [1.195, 3.619, -0.760], [1.151, 2.218, -0.736], [-0.038, 1.567, -0.713], [2.265, 1.326, -0.693], [3.620, 1.712, -0.694], [4.581, 0.845, -0.655], [4.295, -0.460, -0.583], [2.988, -0.886, -0.561], [1.960, -0.031, -0.632], [0.022, 5.835, -0.687], [-1.165, 6.580, -0.653], [-1.100, 7.963, -0.576], [0.049, 8.585, -0.541], [1.185, 7.940, -0.571], [1.223, 6.555, -0.645], [-5.293, -0.958, -0.544], [-2.966, -1.835, -0.544], [-3.926, 2.903, -0.701], [-2.149, 4.165, -0.723], [2.159, 4.092, -0.804], [3.890, 2.757, -0.733], [5.122, -1.148, -0.547], [2.764, -1.941, -0.488], [-2.139, 6.125, -0.683], [-1.995, 8.569, -0.543], [2.090, 8.529, -0.536], [2.186, 6.077, -0.667], [1.428, -4.134, -2.980], [1.472, -4.333, -1.478], [-0.020, -3.157, -0.403], [0.314, -3.957, 1.618], [0.786, -5.391, 1.667], [-1.815, -4.216, -1.091], [-1.674, -5.723, -1.169], [2.150, -4.793, -3.459], [1.677, -3.110, -3.253], [0.443, -4.373, -3.378], [2.462, -4.108, -1.080], [1.238, -5.366, -1.221], [-0.625, -3.847, 2.158], [1.049, -3.289, 2.072], [0.048, -6.087, 1.280], [0.960, -5.650, 2.712], [1.720, -5.532, 1.129], [-2.048, -3.811, -2.077], [-2.622, -3.960, -0.404], [-0.849, -6.026, -1.807], [-2.589, -6.130, -1.598], [-1.547, -6.173, -0.187], [-0.117, 0.066, 4.454], [0.747, 0.826, 3.687], [0.787, 0.661, 2.311], [-0.064, -0.248, 1.699], [-0.947, -0.997, 2.467], [-0.956, -0.853, 3.847], [-0.130, 0.190, 5.524], [1.397, 1.552, 4.145], [1.494, 1.251, 1.746], [-1.640, -1.699, 2.017], [-1.621, -1.457, 4.445]], "molar_mass_g_mol": 790.61, "orbital_gap_ev": 6.13, "charge": 2, "homo_ev": -14.0436}

---

{"formula": "C30H32N2O4PSTi", "method": "the ωB97M-V functional and the def2-TZVPD basis", "elements": ["Ti", "O", "N", "C", "C", "C", "C", "C", "C", "C", "P", "C", "C", "C", "C", "C", "C", "C", "C", "C", "C", "C", "C", "H", "H", "H", "H", "H", "H", "H", "H", "H", "H", "H", "H", "H", "H", "H", "H", "N", "C", "C", "C", "O", "O", "H", "H", "H", "H", "H", "H", "C", "C", "C", "C", "C", "C", "C", "S", "C", "O", "H", "H", "H", "H", "H", "H", "H", "H", "H", "H"], "positions_angstrom": [[-0.933, 1.457, 0.434], [-3.399, 1.057, -0.836], [-2.482, 0.285, -0.034], [-3.004, -0.938, 0.203], [-2.473, -1.941, 1.056], [-3.312, -3.057, 1.301], [-2.959, -4.050, 2.178], [-1.742, -3.988, 2.866], [-0.887, -2.935, 2.623], [-1.217, -1.920, 1.718], [0.025, -0.704, 1.290], [0.917, -0.281, 2.814], [2.302, -0.144, 2.847], [2.926, 0.341, 3.990], [2.171, 0.693, 5.099], [0.787, 0.557, 5.071], [0.161, 0.075, 3.933], [1.243, -1.505, 0.207], [1.448, -0.996, -1.073], [2.367, -1.589, -1.929], [3.079, -2.701, -1.509], [2.873, -3.223, -0.237], [1.961, -2.629, 0.617], [-4.110, 1.314, -0.230], [-3.961, -1.138, -0.264], [-4.269, -3.106, 0.796], [-3.634, -4.878, 2.348], [-1.474, -4.757, 3.577], [0.056, -2.887, 3.155], [2.900, -0.429, 1.989], [4.004, 0.436, 4.015], [2.659, 1.070, 5.988], [0.196, 0.833, 5.933], [-0.918, -0.019, 3.912], [0.875, -0.141, -1.420], [2.519, -1.184, -2.921], [3.795, -3.167, -2.173], [3.426, -4.094, 0.086], [1.807, -3.042, 1.607], [1.137, 2.330, 0.307], [1.194, 3.603, 1.092], [0.801, 3.426, 2.554], [-0.691, 3.288, 2.797], [-1.287, 3.848, 3.666], [-1.306, 2.447, 1.933], [1.853, 1.699, 0.661], [1.392, 2.570, -0.652], [0.543, 4.318, 0.587], [2.207, 4.005, 1.043], [1.141, 4.286, 3.128], [1.290, 2.542, 2.976], [0.524, -1.836, -5.779], [0.119, -0.715, -4.866], [-1.061, -0.806, -4.123], [-1.450, 0.205, -3.266], [-0.641, 1.333, -3.153], [0.534, 1.454, -3.874], [0.902, 0.427, -4.733], [-1.020, 2.625, -1.987], [-2.487, 3.333, -2.714], [0.063, 3.638, -2.056], [0.616, -2.770, -5.222], [1.476, -1.632, -6.264], [-0.227, -1.993, -6.554], [-1.680, -1.690, -4.219], [-2.363, 0.117, -2.691], [1.144, 2.342, -3.766], [1.815, 0.519, -5.309], [-2.178, 3.773, -3.661], [-2.858, 4.095, -2.031], [-3.224, 2.546, -2.849]], "molar_mass_g_mol": 595.50, "relative_energy_ev": 1.183, "orbital_gap_ev": [5.83, 8.53], "charge": 1, "multiplicity": 3, "homo_ev": [-8.7953, -11.6607]}

---

{"formula": "C30H32N8O2PTi", "method": "the ωB97M-V functional and the def2-TZVPD basis", "elements": ["Ti", "O", "C", "C", "C", "C", "C", "C", "C", "O", "N", "N", "C", "C", "C", "C", "C", "C", "N", "H", "H", "H", "H", "H", "H", "H", "H", "H", "H", "C", "C", "C", "C", "C", "C", "N", "N", "C", "C", "C", "C", "C", "N", "H", "H", "H", "H", "H", "H", "H", "H", "H", "C", "P", "C", "C", "H", "H", "H", "H", "H", "H", "H", "H", "H", "N", "C", "C", "C", "N", "H", "H", "H", "H"], "positions_angstrom": [[12.317, 9.689, 9.735], [17.828, 9.499, 9.344], [17.410, 8.813, 8.243], [18.445, 8.469, 7.344], [18.165, 7.647, 6.273], [16.844, 7.191, 6.148], [15.812, 7.653, 6.945], [16.071, 8.454, 8.046], [14.972, 8.988, 8.885], [13.706, 8.708, 8.635], [15.215, 9.647, 10.008], [14.072, 10.105, 10.548], [14.124, 10.715, 11.751], [12.962, 11.311, 12.283], [12.965, 12.107, 13.463], [11.783, 12.744, 13.799], [10.647, 12.502, 13.003], [10.689, 11.651, 11.921], [11.859, 11.129, 11.505], [17.003, 9.621, 9.878], [19.420, 8.948, 7.664], [18.970, 7.349, 5.552], [16.569, 6.503, 5.307], [14.799, 7.408, 6.670], [15.093, 10.798, 12.283], [13.856, 12.232, 14.046], [11.640, 13.414, 14.650], [9.685, 12.958, 13.270], [9.795, 11.381, 11.371], [14.802, 5.308, 12.720], [14.614, 5.309, 11.347], [13.757, 6.318, 10.815], [13.065, 7.215, 11.632], [13.383, 7.243, 12.996], [14.249, 6.322, 13.523], [12.106, 8.043, 10.989], [10.867, 7.870, 11.467], [9.971, 8.242, 10.573], [8.594, 8.061, 10.872], [7.693, 8.528, 9.969], [8.111, 9.176, 8.745], [9.471, 9.337, 8.547], [10.419, 8.904, 9.467], [15.348, 4.486, 13.205], [15.058, 4.582, 10.652], [13.551, 6.304, 9.758], [12.907, 8.048, 13.557], [14.351, 6.349, 14.603], [8.319, 7.565, 11.800], [6.662, 8.428, 10.142], [7.410, 9.542, 7.968], [9.918, 9.822, 7.632], [10.390, 4.608, 7.995], [10.696, 6.085, 6.982], [9.446, 5.865, 5.620], [12.286, 5.600, 6.137], [10.532, 3.702, 7.348], [9.299, 4.585, 8.333], [11.066, 4.522, 8.900], [8.834, 4.955, 5.790], [9.923, 5.902, 4.622], [8.784, 6.746, 5.675], [12.220, 4.615, 5.732], [13.066, 5.614, 6.976], [12.622, 6.389, 5.424], [12.108, 12.587, 8.321], [11.972, 13.178, 7.102], [12.066, 12.141, 6.119], [12.375, 10.988, 6.833], [12.387, 11.222, 8.197], [12.069, 13.062, 9.243], [11.770, 14.219, 6.974], [12.047, 12.185, 5.036], [12.626, 9.983, 6.467]], "molar_mass_g_mol": 615.48, "orbital_gap_ev": [6.01, 6.09], "charge": 1, "multiplicity": 3, "homo_ev": [-9.8125, -10.2491]}

---

{"formula": "C30H32NO2", "method": "the ωB97M-V functional and the def2-TZVPD basis", "elements": ["C", "C", "C", "C", "O", "C", "C", "C", "C", "C", "C", "C", "C", "O", "C", "C", "C", "C", "C", "H", "H", "H", "H", "H", "H", "H", "H", "H", "H", "H", "H", "H", "H", "H", "C", "N", "C", "C", "C", "C", "C", "C", "C", "C", "C", "C", "C", "C", "H", "H", "H", "H", "H", "H", "H", "H", "H", "H", "H", "H", "H", "H", "H", "H", "H"], "positions_angstrom": [[-6.089, -0.865, 3.021], [-5.116, -2.024, 2.790], [-3.768, -1.375, 2.832], [-3.972, 0.004, 3.086], [-5.278, 0.367, 3.226], [-2.893, 0.883, 3.264], [-1.611, 0.392, 3.281], [-1.358, -0.972, 2.919], [-0.076, -1.533, 2.729], [1.221, -0.979, 2.626], [2.320, -1.864, 2.870], [3.619, -1.406, 2.859], [3.848, -0.025, 2.649], [5.141, 0.366, 2.821], [5.922, -0.861, 3.145], [4.944, -2.040, 3.145], [2.798, 0.857, 2.344], [1.508, 0.379, 2.277], [-2.479, -1.851, 2.772], [-6.731, -0.688, 2.151], [-6.710, -1.008, 3.912], [-5.232, -2.778, 3.576], [-5.319, -2.508, 1.830], [-3.132, 1.925, 3.417], [-0.783, 1.029, 3.597], [-0.083, -2.629, 2.678], [2.118, -2.909, 3.100], [6.697, -0.961, 2.377], [6.391, -0.715, 4.125], [4.951, -2.558, 4.109], [5.236, -2.764, 2.376], [3.050, 1.890, 2.173], [0.706, 1.031, 1.930], [-2.302, -2.911, 2.584], [-1.697, 4.247, 4.770], [-1.894, 5.106, 3.615], [-1.177, 4.888, 2.468], [-0.291, 3.846, 2.296], [0.684, 3.768, 1.175], [0.730, 5.047, 0.320], [-0.649, 5.667, 0.097], [-1.409, 5.929, 1.404], [-2.971, 6.058, 3.692], [-2.772, 7.346, 4.212], [-3.848, 8.236, 4.296], [-5.118, 7.845, 3.872], [-5.328, 6.549, 3.408], [-4.262, 5.650, 3.329], [-2.361, 4.607, 5.564], [-1.934, 3.195, 4.557], [-0.658, 4.308, 5.119], [-0.176, 3.077, 3.061], [1.694, 3.563, 1.575], [0.460, 2.911, 0.521], [1.357, 5.768, 0.851], [1.201, 4.863, -0.650], [-0.557, 6.625, -0.436], [-1.261, 5.006, -0.535], [-2.480, 6.067, 1.169], [-1.081, 6.898, 1.822], [-1.768, 7.633, 4.520], [-3.683, 9.233, 4.692], [-5.955, 8.546, 3.936], [-6.317, 6.217, 3.102], [-4.390, 4.631, 2.965]], "molar_mass_g_mol": 438.59, "relative_energy_ev": 0.000, "orbital_gap_ev": 4.56, "charge": 1, "homo_ev": -9.4569}

---

{"formula": "C30H33As2N9O3SV", "method": "the ωB97M-V functional and the def2-TZVPD basis", "elements": ["V", "N", "C", "S", "N", "N", "C", "C", "C", "C", "C", "C", "N", "H", "H", "H", "H", "H", "H", "H", "N", "C", "N", "C", "N", "C", "C", "N", "C", "C", "N", "H", "H", "H", "H", "H", "C", "As", "C", "C", "C", "C", "C", "C", "C", "As", "C", "C", "H", "H", "H", "H", "H", "H", "H", "H", "H", "H", "H", "H", "H", "H", "H", "H", "O", "C", "C", "C", "C", "C", "C", "C", "O", "O", "H", "H", "H", "H", "H"], "positions_angstrom": [[-0.550, 0.261, -0.884], [-0.239, -1.904, -4.979], [-0.592, -0.865, -4.183], [-2.239, -0.485, -3.977], [0.480, -0.219, -3.697], [0.364, 0.569, -2.635], [1.162, 1.604, -2.646], [1.009, 2.531, -1.556], [1.650, 3.766, -1.471], [1.311, 4.641, -0.462], [0.336, 4.276, 0.461], [-0.225, 3.026, 0.351], [0.103, 2.148, -0.621], [-0.973, -2.521, -5.268], [0.704, -2.258, -4.926], [1.826, 1.765, -3.483], [2.390, 4.023, -2.219], [1.797, 5.607, -0.384], [0.026, 4.945, 1.253], [-0.973, 2.690, 1.060], [-3.066, -2.337, 1.545], [-1.798, -1.923, 1.539], [-1.728, -0.772, 0.924], [-3.022, -0.547, 0.538], [-3.874, -1.472, 0.903], [-3.331, 0.614, -0.294], [-4.571, 1.230, -0.302], [-4.832, 2.309, -1.032], [-3.829, 2.739, -1.803], [-2.603, 2.116, -1.850], [-2.319, 1.046, -1.075], [-3.447, -3.186, 1.916], [-0.975, -2.461, 1.988], [-5.370, 0.827, 0.312], [-4.022, 3.610, -2.417], [-1.838, 2.431, -2.541], [0.599, 0.448, 5.608], [0.110, 0.345, 3.711], [-1.469, 1.504, 3.859], [1.418, 1.632, 3.026], [1.688, 2.773, 3.779], [2.660, 3.684, 3.394], [3.397, 3.437, 2.247], [3.129, 2.309, 1.482], [2.136, 1.393, 1.836], [1.730, -0.087, 0.560], [2.369, -1.546, 1.691], [3.328, 0.039, -0.548], [0.493, 1.453, 6.019], [1.622, 0.104, 5.756], [-0.070, -0.220, 6.150], [-1.183, 2.534, 4.077], [-2.088, 1.127, 4.672], [-2.062, 1.478, 2.943], [1.142, 2.950, 4.699], [2.849, 4.568, 3.992], [4.182, 4.120, 1.945], [3.705, 2.160, 0.582], [3.301, -1.237, 2.156], [2.541, -2.413, 1.058], [1.647, -1.795, 2.462], [4.220, 0.024, 0.071], [3.318, 0.933, -1.165], [3.311, -0.830, -1.198], [1.937, -4.800, -1.588], [0.662, -4.932, -1.989], [0.239, -6.177, -2.455], [-1.055, -6.343, -2.912], [-1.959, -5.278, -2.907], [-1.550, -4.050, -2.420], [-0.248, -3.862, -1.955], [0.163, -2.525, -1.446], [1.370, -2.321, -1.173], [-0.758, -1.653, -1.295], [2.042, -3.842, -1.375], [0.950, -6.997, -2.456], [-1.365, -7.313, -3.287], [-2.966, -5.411, -3.283], [-2.227, -3.202, -2.405]], "molar_mass_g_mol": 800.51, "relative_energy_ev": 1.405, "orbital_gap_ev": [6.43, 6.32], "multiplicity": 4, "homo_ev": [-6.7748, -6.9909]}

---

{"formula": "C30H33BBrCdN9O4S2Te", "method": "the ωB97M-V functional and the def2-TZVPD basis", "elements": ["Cd", "N", "C", "C", "C", "C", "C", "C", "S", "O", "O", "N", "C", "N", "C", "C", "C", "N", "H", "H", "H", "H", "H", "H", "H", "H", "H", "C", "C", "N", "N", "C", "S", "N", "N", "H", "H", "H", "H", "H", "H", "Br", "C", "C", "C", "C", "C", "C", "C", "O", "O", "H", "H", "H", "H", "B", "C", "N", "H", "H", "H", "C", "C", "C", "C", "C", "C", "Te", "C", "C", "C", "H", "H", "H", "H", "H", "H", "H", "H", "H", "H", "H"], "positions_angstrom": [[-0.833, -0.092, -0.663], [1.381, -7.428, 4.898], [1.480, -6.216, 4.191], [0.544, -5.207, 4.390], [0.690, -3.982, 3.755], [1.767, -3.768, 2.916], [2.705, -4.766, 2.705], [2.558, -5.988, 3.332], [1.974, -2.166, 2.158], [3.387, -2.070, 1.850], [1.492, -1.218, 3.142], [1.069, -1.957, 0.846], [0.812, -2.871, -0.102], [0.101, -2.387, -1.160], [-0.245, -3.228, -2.113], [0.098, -4.570, -2.099], [0.812, -4.983, -0.985], [1.167, -4.174, -0.004], [0.449, -7.640, 5.215], [1.817, -8.210, 4.437], [-0.300, -5.390, 5.047], [-0.022, -3.180, 3.906], [3.533, -4.569, 2.037], [3.276, -6.784, 3.158], [-0.823, -2.804, -2.929], [-0.187, -5.247, -2.890], [1.112, -6.023, -0.864], [4.220, 2.447, 2.152], [4.671, 1.562, 1.052], [5.892, 1.417, 0.640], [5.773, 0.534, -0.398], [4.506, 0.104, -0.616], [3.969, -0.932, -1.796], [3.806, 0.798, 0.326], [2.426, 0.761, 0.504], [5.078, 2.979, 2.555], [3.748, 1.858, 2.942], [3.479, 3.159, 1.783], [6.581, 0.133, -0.831], [2.099, -0.124, 0.114], [2.215, 0.693, 1.498], [-5.191, 5.561, 2.631], [-3.938, 4.175, 3.043], [-3.593, 3.975, 4.369], [-2.674, 2.979, 4.672], [-2.118, 2.209, 3.661], [-2.487, 2.418, 2.340], [-3.407, 3.412, 2.022], [-1.916, 1.547, 1.233], [-2.422, 1.655, 0.096], [-0.964, 0.786, 1.543], [-4.040, 4.576, 5.150], [-2.400, 2.812, 5.707], [-1.390, 1.435, 3.870], [-3.682, 3.555, 0.986], [-5.085, -2.413, -0.050], [-3.724, -1.750, -0.492], [-2.741, -1.267, -0.857], [-5.469, -1.848, 0.955], [-4.883, -3.595, 0.161], [-5.877, -2.266, -0.962], [-2.142, 5.397, -6.397], [-1.583, 4.406, -5.406], [-1.653, 4.627, -4.039], [-1.078, 3.751, -3.118], [-1.174, 4.098, -1.660], [-0.403, 2.604, -3.569], [0.802, 1.403, -2.242], [-0.369, 2.352, -4.952], [0.303, 1.130, -5.530], [-0.952, 3.251, -5.842], [-2.664, 6.207, -5.886], [-2.842, 4.915, -7.083], [-1.339, 5.833, -6.995], [-2.159, 5.516, -3.674], [-1.854, 4.939, -1.507], [-0.189, 4.365, -1.266], [-1.533, 3.252, -1.082], [0.237, 0.293, -4.839], [1.367, 1.321, -5.698], [-0.154, 0.857, -6.484], [-0.900, 3.051, -6.910]], "molar_mass_g_mol": 978.52, "relative_energy_ev": 1.244, "orbital_gap_ev": 5.96, "charge": -2, "homo_ev": -2.1834}